Record 1
Here is a 2-piece molecular cluster, C12H17N overall at a distorted geometry from the Open Molecules 2025 dataset. Energies are from ωB97M-V/def2-TZVPD.

```
! RIJCOSX wB97M-V def2-TZVPD def2/J DEFGRID3
* xyz 0 1
C -0.6420 -3.8124 2.2601
C 0.3902 -2.6766 2.4254
H -0.4659 -4.5621 1.4921
H -0.7101 -4.2733 3.2394
H -1.5881 -3.3352 1.9936
H 0.2742 -2.1520 3.3769
H 0.3031 -1.9981 1.6071
H 1.3869 -3.0963 2.5860
C -1.3206 -0.3862 -0.1360
C -2.0647 -0.0323 1.1580
C 0.0289 0.2060 -0.3726
C 1.2319 -0.4370 -0.4680
C 0.2498 1.4557 -1.0756
C 1.6075 1.5619 -1.3958
C -0.6431 2.4637 -1.4364
C 2.0927 2.5833 -2.2077
C -0.1554 3.4804 -2.2561
C 1.1943 3.5601 -2.6043
N 2.2183 0.4098 -0.9247
H -1.2273 -1.4576 -0.3153
H -1.9905 -0.1054 -0.9580
H -1.3950 0.2756 1.9620
H 1.4655 -1.2734 0.1369
H 3.1504 0.1519 -1.1908
H -1.6956 2.5290 -1.2051
H 3.0790 2.5391 -2.6484
H -0.8839 4.2589 -2.4305
H 1.5458 4.3815 -3.2085
H -2.5578 -0.9472 1.5048
H -2.8787 0.6881 1.0915
*
```

Results
E_tot: -522.1843 a.u.
SMILES string: CCc1c[nH]c2ccccc12.CC
energy above the lowest of the compared OMol25 structures with the same formula, charge and spin: 22.6 kcal per mole
LUMO: 0.90 eV
HOMO-LUMO gap: 8.76 eV

For each atom in turn, the natural (NBO) charge in e is: number 1, C, carries -0.6074; number 2, C, carries -0.6062; number 3, H, carries 0.2053; number 4, H, carries 0.2039; number 5, H, carries 0.1984; number 6, H, carries 0.2067; number 7, H, carries 0.1978; number 8, H, carries 0.2015; number 9, C, carries -0.4312; number 10, C, carries -0.6139; number 11, C, carries -0.0823; number 12, C, carries -0.0284; number 13, C, carries -0.0936; number 14, C, carries 0.1383; number 15, C, carries -0.1842; number 16, C, carries -0.2412; number 17, C, carries -0.2384; number 18, C, carries -0.2166; number 19, N, carries -0.5304; number 20, H, carries 0.2146; number 21, H, carries 0.2159; number 22, H, carries 0.2124; number 23, H, carries 0.2075; number 24, H, carries 0.4083; number 25, H, carries 0.2124; number 26, H, carries 0.2124; number 27, H, carries 0.2085; number 28, H, carries 0.2119; number 29, H, carries 0.2072; number 30, H, carries 0.2104

Record 2
Here is a 2-piece molecular cluster, C12H17N overall at a distorted geometry from the Open Molecules 2025 dataset. Energies are from ωB97M-V/def2-TZVPD.

```
! RIJCOSX wB97M-V def2-TZVPD def2/J DEFGRID3
* xyz 1 2
C -1.4865 -3.1333 1.0982
C -2.7871 -2.4328 1.3567
H -1.8653 -4.1574 0.6220
H -0.9730 -2.8974 0.0693
H -0.8357 -3.3180 1.9904
H -2.7478 -1.5467 2.0902
H -3.4945 -3.0804 1.9844
H -3.3198 -2.1322 0.3901
C -0.7622 -0.2914 -1.3445
C -1.0414 -0.2401 -2.8772
C 0.0376 0.8116 -0.8176
C -0.3905 2.1364 -1.0683
C 1.1506 0.8873 0.0652
C 1.3299 2.3237 0.4290
C 2.0230 0.0059 0.7145
C 2.4494 2.7543 1.1588
C 3.0905 0.4846 1.4419
C 3.2399 1.8253 1.7106
N 0.3922 2.9964 -0.3247
H -1.7670 -0.2321 -0.9115
H -0.3365 -1.2963 -1.1349
H -0.6981 0.6545 -3.4283
H -1.1483 2.4299 -1.7504
H 0.1864 3.8838 -0.5537
H 1.9866 -0.9219 0.1091
H 2.5294 3.7966 1.2910
H 3.7086 -0.2670 2.0154
H 4.1691 2.3330 2.0856
H -2.0767 -0.2487 -3.1761
H -0.5632 -1.1277 -3.2353
*
```

Results
E_tot: -521.8450 a.u.
energy above the lowest of the compared OMol25 structures with the same formula, charge and spin: 61.3 kcal per mole
LUMO (spin up / spin down): -3.76 / -7.02 eV
HOMO-LUMO gap (spin up / spin down): 9.24 / 6.09 eV

For each atom in turn, the natural (NBO) charge in e is: number 1, C, carries -0.6397; number 2, C, carries -0.6357; number 3, H, carries 0.2186; number 4, H, carries 0.1934; number 5, H, carries 0.2308; number 6, H, carries 0.2032; number 7, H, carries 0.2257; number 8, H, carries 0.2071; number 9, C, carries -0.4799; number 10, C, carries -0.6072; number 11, C, carries 0.1346; number 12, C, carries 0.1233; number 13, C, carries -0.1292; number 14, C, carries 0.1860; number 15, C, carries -0.0928; number 16, C, carries -0.2015; number 17, C, carries -0.2229; number 18, C, carries -0.1228; number 19, N, carries -0.4488; number 20, H, carries 0.2714; number 21, H, carries 0.2465; number 22, H, carries 0.2130; number 23, H, carries 0.2427; number 24, H, carries 0.4285; number 25, H, carries 0.2412; number 26, H, carries 0.2380; number 27, H, carries 0.2547; number 28, H, carries 0.2533; number 29, H, carries 0.2329; number 30, H, carries 0.2357

Record 3
Here is a single C12H17NO molecule at a distorted geometry from the Open Molecules 2025 dataset. Energies are from ωB97M-V/def2-TZVPD.

```
! RIJCOSX wB97M-V def2-TZVPD def2/J DEFGRID3
* xyz 0 1
O 0.4802 -0.2867 -1.1384
C -2.8869 2.5723 0.2354
C -3.0637 1.6642 1.2643
C -1.9673 2.3937 -0.8316
C -2.2452 0.5093 1.2195
C -1.0939 1.3072 -0.8072
C -1.3528 0.3801 0.1665
N 1.6200 -1.8330 1.0575
C 3.1049 -1.4900 0.9003
C 1.1725 -3.1675 0.7226
C 0.8862 1.8263 -2.3281
C -0.0734 0.7938 -1.8261
C -0.3962 -0.7632 -0.0663
C 0.5391 -0.8544 1.1139
H -3.4018 3.5618 0.3329
H -3.7640 1.8101 2.0354
H -1.8835 3.1654 -1.4877
H -2.2373 -0.2990 1.9448
H 3.2824 -1.1455 -0.1404
H 3.1506 -0.7589 1.6490
H 3.8397 -2.2967 1.1957
H 1.9880 -3.9028 0.6971
H 0.5467 -3.5126 1.5438
H 0.7675 -3.3223 -0.3029
H 1.4107 2.2228 -1.4747
H 0.5034 2.6612 -2.9111
H 1.6082 1.1715 -2.8492
H -0.5567 0.2516 -2.5910
H -0.7870 -1.7117 -0.3752
H 0.9818 0.1319 1.1336
H -0.1724 -1.0787 1.9175
*
```

Results
E_tot: -597.3655 a.u.
SMILES string: C[C@H]1O[C@@H](CN(C)C)c2ccccc21
energy above the lowest of the compared OMol25 structures with the same formula, charge and spin: 74.8 kcal per mole
LUMO: 0.93 eV
HOMO-LUMO gap: 8.57 eV

For each atom in turn, the natural (NBO) charge in e is: number 1, O, carries -0.5491; number 2, C, carries -0.2082; number 3, C, carries -0.2116; number 4, C, carries -0.2204; number 5, C, carries -0.1968; number 6, C, carries 0.0406; number 7, C, carries -0.0770; number 8, N, carries -0.4704; number 9, C, carries -0.3989; number 10, C, carries -0.4211; number 11, C, carries -0.6324; number 12, C, carries 0.0727; number 13, C, carries 0.0677; number 14, C, carries -0.2044; number 15, H, carries 0.2115; number 16, H, carries 0.2160; number 17, H, carries 0.2028; number 18, H, carries 0.2137; number 19, H, carries 0.1893; number 20, H, carries 0.2001; number 21, H, carries 0.2018; number 22, H, carries 0.2011; number 23, H, carries 0.1890; number 24, H, carries 0.1700; number 25, H, carries 0.2124; number 26, H, carries 0.2250; number 27, H, carries 0.2239; number 28, H, carries 0.1751; number 29, H, carries 0.1943; number 30, H, carries 0.2139; number 31, H, carries 0.1694

Record 4
Here is a single C12H17NO2 molecule from the Open Molecules 2025 dataset. Energies are from ωB97M-V/def2-TZVPD.

```
! RIJCOSX wB97M-V def2-TZVPD def2/J DEFGRID3
* xyz 0 1
C 1.6010 -1.2071 3.5685
O 1.3503 -1.8099 2.3242
C 0.8243 -1.0414 1.3284
C 0.3575 0.2545 1.4867
C -0.1701 0.9748 0.4217
C -0.2269 0.4046 -0.8426
C 0.2114 -0.9065 -0.9979
C 0.7406 -1.6283 0.0536
O 1.2053 -2.9126 -0.1674
C 0.2702 -3.9172 0.1602
H -0.6320 -3.8292 -0.4585
H 0.7577 -4.8686 -0.0437
H -0.0156 -3.8695 1.2156
H 0.1475 -1.3914 -1.9602
C -0.7851 1.1440 -2.0373
N -1.1462 2.5128 -1.7020
H -1.7245 2.9009 -2.4390
C -1.7717 2.6546 -0.4066
C -0.7034 2.3601 0.6425
H -1.1127 2.4615 1.6488
H 0.1093 3.0821 0.5262
H -2.1366 3.6797 -0.3028
H -2.6259 1.9682 -0.2605
C 0.2417 1.2047 -3.1724
H 0.5382 0.2099 -3.4916
H -0.1794 1.7316 -4.0248
H 1.1214 1.7437 -2.8316
H -1.6663 0.5675 -2.3910
H 0.3888 0.7348 2.4531
H 2.2531 -0.3340 3.4653
H 2.1060 -1.9639 4.1668
H 0.6720 -0.9104 4.0682
*
```

Results
E_tot: -672.6669 a.u.
SMILES string: COc1cc2c(cc1OC)[C@H](C)NCC2
energy above the lowest of the compared OMol25 structures with the same formula, charge and spin: 11.5 kcal per mole
LUMO: 0.90 eV
HOMO-LUMO gap: 9.01 eV

For each atom in turn, the natural (NBO) charge in e is: number 1, C, carries -0.2505; number 2, O, carries -0.5038; number 3, C, carries 0.3231; number 4, C, carries -0.3029; number 5, C, carries -0.0024; number 6, C, carries -0.0469; number 7, C, carries -0.2219; number 8, C, carries 0.2224; number 9, O, carries -0.5173; number 10, C, carries -0.2414; number 11, H, carries 0.1659; number 12, H, carries 0.1914; number 13, H, carries 0.1765; number 14, H, carries 0.2178; number 15, C, carries -0.0637; number 16, N, carries -0.6273; number 17, H, carries 0.3638; number 18, C, carries -0.2081; number 19, C, carries -0.4268; number 20, H, carries 0.2083; number 21, H, carries 0.2201; number 22, H, carries 0.2008; number 23, H, carries 0.1603; number 24, C, carries -0.5929; number 25, H, carries 0.2047; number 26, H, carries 0.2026; number 27, H, carries 0.2165; number 28, H, carries 0.1683; number 29, H, carries 0.2133; number 30, H, carries 0.1777; number 31, H, carries 0.2000; number 32, H, carries 0.1723